[1]
{
  "formula": "C35H58N6O31S7",
  "method": "wB97M-V/def2-TZVPD",
  "homo_energy_ev": -9.3,
  "lumo_ev": 0.087,
  "charge": 0,
  "homo_lumo_gap_ev": 9.4,
  "symbols": ["O", "C", "N", "C", "H", "H", "H", "H", "H", "O", "C", "N", "C", "H", "H", "H", "H", "H", "O", "C", "N", "C", "H", "H", "H", "H", "H", "N", "C", "C", "C", "C", "C", "H", "H", "H", "H", "H", "N", "C", "C", "C", "C", "C", "H", "H", "H", "H", "H", "N", "C", "C", "C", "C", "C", "H", "H", "H", "H", "H", "C", "C", "O", "S", "O", "O", "O", "H", "H", "H", "H", "C", "C", "O", "S", "O", "O", "O", "H", "H", "H", "H", "C", "C", "O", "S", "O", "O", "O", "H", "H", "H", "H", "C", "C", "O", "S", "O", "O", "O", "H", "H", "H", "H", "C", "C", "O", "S", "O", "O", "O", "H", "H", "H", "H", "C", "C", "O", "S", "O", "O", "O", "H", "H", "H", "H", "C", "C", "O", "S", "O", "O", "O", "H", "H", "H", "H"],
  "positions_angstrom": [[21.6050, 9.3630, 33.9723], [22.5449, 9.5895, 33.2086], [23.6822, 8.8903, 33.2957], [22.4317, 10.6234, 32.1328], [24.5353, 9.1404, 32.8284], [23.7493, 8.4482, 34.2042], [22.0418, 11.5029, 32.6479], [21.6038, 10.3919, 31.4594], [23.3223, 10.7608, 31.5257], [27.6024, 1.9367, 36.3150], [27.2522, 1.9301, 35.1408], [26.4289, 2.9168, 34.6890], [27.6728, 0.8158, 34.2102], [26.0783, 2.8405, 33.7482], [26.5568, 3.8073, 35.1406], [28.7439, 0.8552, 34.0079], [27.2983, 1.0165, 33.2055], [27.3832, -0.0771, 34.7572], [25.8783, 5.3021, 38.0146], [25.5752, 4.1096, 38.0628], [24.3719, 3.6593, 37.7165], [26.4855, 3.1596, 38.7953], [24.1309, 2.6946, 37.8406], [23.7526, 4.3875, 37.3639], [26.4101, 3.0693, 39.8793], [27.5555, 3.1904, 38.5833], [26.3511, 2.1128, 38.4768], [22.5727, 1.1745, 35.6418], [23.0716, 0.0763, 36.1421], [22.2195, -0.9983, 36.4628], [20.8573, -0.9893, 36.2210], [20.3669, 0.1587, 35.5905], [21.2738, 1.1491, 35.2616], [24.0988, -0.0637, 36.4638], [22.6925, -1.8913, 36.8572], [20.2436, -1.8467, 36.4548], [19.3112, 0.2515, 35.3738], [20.9703, 2.1026, 34.8476], [26.4920, 2.9990, 30.0747], [27.0037, 3.7152, 31.1081], [28.0653, 3.2500, 31.8506], [28.9194, 2.3028, 31.3011], [28.4106, 1.5723, 30.2264], [27.1706, 1.9080, 29.6826], [26.4147, 4.5455, 31.4766], [28.4628, 3.7902, 32.7020], [29.9032, 2.1150, 31.7058], [29.0830, 0.8250, 29.8254], [26.8705, 1.3371, 28.8135], [19.9011, 6.5887, 29.1086], [19.2095, 7.3764, 28.3064], [18.7910, 8.6331, 28.6930], [19.0464, 9.0195, 29.9850], [19.7684, 8.2234, 30.8901], [20.2199, 7.0038, 30.3474], [18.7913, 6.9851, 27.3843], [18.1790, 9.2775, 28.0767], [18.7037, 10.0047, 30.2829], [20.0627, 8.6521, 31.8385], [20.8887, 6.3261, 30.8614], [22.7919, 0.0659, 32.2270], [24.1375, 0.7885, 32.4040], [25.1541, -0.1686, 32.0673], [24.5996, -1.6494, 32.3911], [24.6001, -1.8647, 33.8114], [25.1868, -2.6775, 31.5826], [23.1431, -1.2760, 31.8029], [22.1834, 0.5097, 31.4479], [22.2052, -0.1952, 33.1071], [24.2959, 1.0506, 33.4505], [24.1850, 1.6309, 31.7190], [18.3430, 7.2090, 34.1066], [17.3271, 6.8469, 35.2408], [16.8641, 5.5423, 35.0042], [17.7615, 4.8129, 33.8255], [16.9251, 4.0863, 32.9179], [18.8703, 4.1229, 34.4428], [18.1154, 6.2038, 33.1335], [19.3260, 7.1228, 34.5684], [18.1442, 8.1934, 33.7008], [16.5150, 7.5747, 35.1881], [17.8161, 6.9935, 36.2039], [23.4196, 0.6162, 28.7865], [23.6115, -0.9307, 28.7186], [23.2099, -1.1602, 27.3291], [22.7304, 0.1400, 26.4758], [21.3058, 0.2591, 26.6996], [23.2493, 0.2727, 25.1543], [23.4531, 1.1804, 27.4676], [23.9894, 1.2756, 29.4367], [22.3625, 0.7611, 29.0431], [22.9921, -1.4800, 29.4114], [24.6778, -1.1038, 28.5918], [20.3098, 3.9807, 38.9238], [19.4690, 3.7590, 37.6960], [20.3426, 4.3225, 36.7207], [21.0351, 5.7233, 37.2379], [20.3518, 6.9046, 36.7666], [22.4477, 5.6236, 36.9929], [20.7262, 5.3557, 38.8298], [21.2074, 3.3593, 38.8942], [19.8365, 3.8177, 39.8895], [18.5908, 4.4078, 37.6840], [19.4138, 2.7111, 37.4115], [19.1647, 1.7437, 29.1587], [18.6014, 3.0683, 29.6377], [18.9981, 3.3728, 30.9701], [19.7200, 2.0682, 31.6841], [18.7573, 1.4924, 32.5721], [21.0237, 2.3992, 32.2220], [19.8837, 1.2384, 30.3418], [19.9621, 1.8110, 28.4186], [18.5633, 0.8408, 29.0459], [17.5216, 2.8984, 29.6347], [18.9205, 3.8782, 28.9870], [23.4135, 4.5753, 34.0765], [22.0712, 5.2385, 33.7463], [21.9072, 5.1067, 32.3364], [23.2351, 4.7408, 31.5357], [23.9856, 5.9408, 31.2297], [22.9979, 3.7541, 30.5189], [23.8935, 3.9952, 32.8447], [23.1733, 3.7353, 34.7264], [24.2105, 5.2282, 34.4186], [22.0757, 6.3050, 33.9755], [21.2546, 4.6794, 34.1982], [25.0419, 5.5545, 28.4668], [25.1527, 4.4255, 27.4289], [26.4927, 4.5751, 26.9967], [26.9712, 6.1425, 26.9633], [26.6260, 6.7158, 25.6995], [28.3313, 6.2339, 27.4170], [25.9351, 6.6067, 28.1056], [25.4328, 5.2337, 29.4299], [24.0468, 5.9399, 28.6742], [24.4628, 4.6685, 26.6167], [24.9354, 3.4674, 27.8864]]
}

[2]
{
  "formula": "C35H59NNbO7",
  "method": "wB97M-V/def2-TZVPD",
  "homo_energy_ev": -4.3,
  "lumo_ev": -0.200,
  "charge": -1,
  "homo_lumo_gap_ev": 4.1,
  "symbols": ["C", "C", "C", "C", "C", "C", "C", "C", "C", "C", "Nb", "C", "N", "C", "C", "O", "C", "C", "C", "C", "O", "C", "C", "O", "C", "C", "C", "C", "H", "H", "H", "H", "H", "H", "H", "H", "H", "H", "H", "H", "H", "H", "H", "H", "H", "H", "H", "H", "H", "H", "H", "H", "H", "H", "H", "H", "H", "H", "H", "H", "H", "H", "H", "H", "H", "H", "H", "H", "H", "H", "H", "H", "H", "H", "H", "H", "H", "H", "H", "C", "C", "C", "O", "C", "C", "C", "O", "H", "H", "H", "H", "C", "C", "C", "O", "C", "C", "C", "O", "H", "H", "H", "H"],
  "positions_angstrom": [[-5.9975, 0.5820, -4.6686], [-5.0157, 1.4484, -3.7059], [-3.9477, 2.1378, -4.6971], [-3.0620, 3.1476, -3.7918], [-1.5834, 3.2307, -4.4429], [-0.7868, 1.8995, -4.0595], [0.6998, 2.1227, -3.5419], [0.8591, 3.1522, -2.3416], [-0.2624, 3.0193, -1.2049], [-0.3935, 1.5598, -0.5688], [1.1725, 0.9684, 0.9634], [2.8772, 0.8901, -0.5588], [3.6456, -0.4215, -0.5370], [3.9654, -0.8476, -1.9323], [2.7542, 0.3813, 2.5615], [4.0761, 0.9191, 2.1911], [4.6923, 1.6059, 3.2926], [6.2710, 1.3269, 3.1820], [6.9619, 2.3192, 2.1254], [1.6330, 3.1379, 1.5445], [0.4950, 3.8807, 2.1016], [0.2168, 3.5208, 3.4178], [-1.3147, 3.2520, 3.7646], [1.0369, 3.4023, 4.3336], [0.7482, -1.2656, 0.7952], [0.3766, -1.8715, 2.2662], [-0.4668, -1.6603, -0.1619], [0.0399, -1.9017, -1.6817], [-6.4741, -0.2491, -4.0653], [-5.3389, 0.1825, -5.5054], [-6.7405, 1.3234, -5.0900], [-5.5841, 2.2342, -3.1228], [-4.5306, 0.7569, -2.9498], [-4.4564, 2.7297, -5.5189], [-3.2973, 1.2934, -5.0942], [-3.0545, 2.6896, -2.7563], [-3.5441, 4.1737, -3.6975], [-1.7245, 3.2996, -5.5711], [-1.0893, 4.1887, -4.1027], [-1.4347, 1.3460, -3.2960], [-0.7954, 1.2280, -4.9878], [1.1278, 1.0835, -3.3219], [1.3007, 2.5005, -4.4434], [1.9145, 3.0966, -1.9395], [0.7511, 4.2040, -2.7857], [-0.1757, 3.8640, -0.4488], [-1.2543, 3.2211, -1.7493], [-1.4214, 1.5175, -0.0541], [-0.4889, 0.8331, -1.4525], [-0.1663, 1.0234, 2.2365], [3.5832, 1.7732, -0.3425], [2.5118, 1.0112, -1.6260], [4.5508, -0.2379, -0.0896], [4.3034, -1.9343, -1.9123], [3.0657, -0.8125, -2.6280], [4.7740, -0.1811, -2.3720], [2.8930, -0.7535, 2.6229], [2.3865, 0.8045, 3.5628], [4.5392, 2.7222, 3.1416], [4.3728, 1.2387, 4.3141], [6.4544, 0.2433, 2.8652], [6.7785, 1.5209, 4.1766], [6.9201, 1.9170, 1.0695], [8.0609, 2.4708, 2.3825], [6.4677, 3.3421, 2.1174], [1.9920, 3.7323, 0.6337], [2.4947, 3.1976, 2.2976], [-1.5707, 3.5922, 4.8260], [-2.0320, 3.7846, 3.0729], [-1.5446, 2.1333, 3.7468], [1.6507, -1.8822, 0.4508], [0.4849, -1.1115, 3.0961], [-0.7349, -2.1564, 2.2488], [0.9453, -2.8351, 2.4328], [-0.8197, -2.6991, 0.1826], [-1.3768, -0.9944, -0.0983], [-0.4976, -1.2267, -2.4147], [-0.2037, -2.9753, -1.9954], [1.1737, -1.7730, -1.7492], [-6.2864, -4.4576, -2.2950], [-7.4713, -5.0627, -2.2120], [-8.6856, -4.3199, -1.8114], [-9.7667, -4.8719, -1.7336], [-8.5352, -2.8804, -1.5079], [-7.3503, -2.2752, -1.5908], [-6.1358, -3.0176, -1.9918], [-5.0567, -2.4659, -2.0700], [-5.3870, -4.9857, -2.5860], [-7.5992, -6.1154, -2.4313], [-9.4344, -2.3523, -1.2167], [-7.2224, -1.2224, -1.3711], [4.4571, -3.8008, 4.3758], [5.0211, -4.1062, 5.5447], [4.2808, -4.8578, 6.5804], [4.7942, -5.1354, 7.6485], [2.8917, -5.2591, 6.2698], [2.3274, -4.9540, 5.1012], [3.0681, -4.2025, 4.0651], [2.5564, -3.9257, 3.0001], [4.9835, -3.2503, 3.6060], [6.0369, -3.8207, 5.7881], [2.3650, -5.8092, 7.0395], [1.3114, -5.2392, 4.8577]]
}

no.,energy (Eh)
1,-6816.56772
2,-2006.99054